Run w
{
  "formula": "CH4N2OS",
  "method": "ωB97M-V with the def2-TZVPD basis set",
  "gap_ev": 8.902,
  "lumo_energy_ha": 0.01340,
  "species": ["C", "H", "H", "H", "H", "N", "N", "O", "S"],
  "xyz": [[-0.3053, 0.9685, -0.1852], [-0.2215, -1.8767, 0.3353], [-2.2326, 0.1603, 0.6101], [-0.6290, 1.9662, -0.2036], [2.8326, -0.1252, -0.3232], [-0.9754, -0.0347, 0.2922], [0.9870, 0.9173, -0.1785], [-1.0219, -1.3071, -0.3941], [1.5661, -0.6687, 0.0471]],
  "nbo_charge": [0.16, 0.47, 0.37, 0.20, 0.16, -0.36, -0.56, -0.54, 0.10]
}

***

Run x
{
  "formula": "CH4N2OS",
  "method": "ωB97M-V with the def2-TZVPD basis set",
  "gap_ev": 7.917,
  "lumo_energy_ha": 0.01562,
  "species": ["C", "N", "N", "O", "S", "H", "H", "H", "H"],
  "xyz": [[1.4714, -0.0555, -0.1353], [-0.9642, 0.1965, -0.0437], [0.3731, 0.7308, 0.0762], [3.9191, -0.7151, 0.0223], [3.0592, 0.4739, -0.0015], [1.3454, -1.0985, -0.1485], [-0.7209, -0.7219, -0.4154], [-1.3595, 0.5007, 0.8067], [0.5876, 1.7808, 0.2428]],
  "nbo_charge": [-0.27, -0.65, -0.44, -0.97, 0.94, 0.21, 0.39, 0.38, 0.40]
}

***

Run y
{
  "formula": "CH4N2OS",
  "method": "ωB97M-V with the def2-TZVPD basis set",
  "gap_ev": 9.769,
  "lumo_energy_ha": 0.02205,
  "species": ["C", "N", "N", "O", "S", "H", "H", "H", "H"],
  "xyz": [[2.0774, 0.2244, 0.6738], [2.5266, -0.4865, -0.1124], [-0.5583, 0.4516, -0.5926], [-1.4249, -0.6051, -0.1944], [-0.9109, -2.1408, 0.0542], [-1.5734, -2.7313, -1.0344], [3.0850, -1.1681, -0.6900], [0.3913, 0.1882, -1.0606], [-0.2008, 0.7219, 0.3511]],
  "nbo_charge": [0.27, -0.74, -0.49, -0.56, 0.27, 0.10, 0.47, 0.34, 0.35]
}

***

Run z
{
  "formula": "CH4N2OS",
  "method": "ωB97M-V with the def2-TZVPD basis set",
  "smiles": "NC#S(N)=O",
  "gap_ev": 9.118,
  "lumo_energy_ha": 0.00573,
  "species": ["N", "C", "S", "N", "O", "H", "H", "H", "H"],
  "xyz": [[-1.0274, 0.7108, 0.8457], [-0.9748, -0.5493, 0.4639], [1.0807, -0.9459, 0.2431], [0.7372, -0.2946, -1.4917], [1.9562, 0.1464, 0.9877], [-0.2867, 1.0021, 1.4775], [-1.8817, 1.1427, 1.0270], [0.6955, -1.1180, -1.9689], [-0.2989, -0.0942, -1.5844]],
  "nbo_charge": [-0.80, 0.04, 1.08, -0.92, -0.92, 0.41, 0.40, 0.34, 0.36]
}

***

Which structure loses on stability? run w does.

***

Run w
{
  "formula": "C4H13N2S",
  "method": "ωB97M-V with the def2-TZVPD basis set",
  "gap_ev": 9.517,
  "lumo_energy_ha": -0.11085,
  "charge": 1,
  "species": ["C", "S", "C", "H", "H", "H", "H", "H", "H", "C", "C", "N", "N", "H", "H", "H", "H", "H", "H", "H"],
  "xyz": [[-2.5867, 0.9759, -0.4083], [-0.9376, 1.7252, -0.6601], [-0.4210, 1.0477, -2.2680], [-2.5580, -0.1034, -0.2940], [-3.2148, 1.3087, -1.2314], [-2.9716, 1.4427, 0.4985], [0.5877, 1.4343, -2.4098], [-0.4027, -0.0342, -2.2689], [-1.0348, 1.4722, -3.0524], [1.3443, -1.9789, 1.3655], [1.2094, -0.8886, 0.6061], [1.2727, 0.4345, 1.2412], [1.2720, -3.2943, 1.0093], [1.4819, -1.8530, 2.4377], [0.9984, -0.8411, -0.4475], [0.4605, 1.0542, 0.9337], [1.1446, 0.3315, 2.2470], [2.1316, 0.9315, 0.9990], [1.5009, -3.5346, 0.0544], [1.6348, -3.9286, 1.7073]],
  "nbo_charge": [-0.72, 0.15, -0.73, 0.22, 0.24, 0.24, 0.23, 0.22, 0.24, 0.06, -0.22, -0.70, -0.76, 0.20, 0.22, 0.45, 0.43, 0.43, 0.40, 0.41]
}

***

Run x
{
  "formula": "C4H13N2S",
  "method": "ωB97M-V with the def2-TZVPD basis set",
  "gap_ev": [8.827, 8.828],
  "lumo_energy_ha": [-0.12875, -0.12875],
  "charge": 1,
  "species": ["C", "C", "C", "C", "N", "N", "S", "H", "H", "H", "H", "H", "H", "H", "H", "H", "H", "H", "H", "H"],
  "xyz": [[-1.9646, 1.2822, -0.5819], [-1.3542, 0.7438, 0.8139], [1.2370, 0.3449, -0.9049], [-0.5286, -0.4596, 0.5282], [2.3793, -0.5769, -0.4618], [0.4079, -0.8264, 1.5011], [-1.0942, -1.9987, -0.3269], [-2.6536, 1.9802, -0.2996], [-2.3935, 0.4339, -0.9377], [-1.2347, 1.5877, -1.4007], [-2.0577, 0.3404, 1.5923], [-0.5876, 1.4048, 1.3538], [1.3859, 1.3593, -0.5197], [1.0321, 0.1929, -2.0212], [3.2693, -0.1417, -0.3268], [2.3387, -1.3152, -1.0831], [0.4171, -0.3139, 2.3950], [2.0166, -0.7999, 0.5253], [0.3997, -1.8280, 1.6360], [-1.0147, -1.4096, -1.4814]],
  "nbo_charge": [-0.57, -0.50, -0.41, 0.24, -0.72, -0.88, 0.04, 0.23, 0.20, 0.22, 0.25, 0.22, 0.21, 0.21, 0.43, 0.43, 0.41, 0.44, 0.41, 0.15]
}

***

Which structure loses on stability? run x does.

***

Run w
{
  "formula": "C5H5N",
  "method": "ωB97M-V with the def2-TZVPD basis set",
  "smiles": "C1=C(C2=NC2)C1",
  "gap_ev": 10.094,
  "lumo_energy_ha": 0.02235,
  "species": ["C", "C", "C", "N", "C", "C", "H", "H", "H", "H", "H"],
  "xyz": [[1.7828, 0.5909, 0.4208], [0.6312, 0.0344, 0.2302], [-0.8939, 0.0072, 0.2470], [-1.8894, -0.7342, 0.4620], [-2.2075, 0.5012, -0.2054], [1.7354, -0.8280, -0.2022], [2.3866, 1.3249, 0.9328], [-2.9035, 1.1656, 0.3265], [-2.5404, 0.5672, -1.2527], [1.9823, -0.9561, -1.2386], [1.9165, -1.6733, 0.2796]],
  "nbo_charge": [-0.14, -0.05, 0.23, -0.31, -0.29, -0.39, 0.24, 0.17, 0.17, 0.18, 0.18]
}

***

Run x
{
  "formula": "C5H5N",
  "method": "ωB97M-V with the def2-TZVPD basis set",
  "gap_ev": 10.186,
  "lumo_energy_ha": 0.04589,
  "species": ["C", "C", "C", "N", "C", "C", "H", "H", "H", "H", "H"],
  "xyz": [[-0.1162, 1.0253, 0.3180], [1.0475, 0.0773, 0.3071], [0.3891, 0.4042, -0.9761], [-0.7754, -0.6590, -0.9588], [-1.1308, -0.1324, 0.3832], [-0.0318, -1.1086, 0.2284], [-0.1794, 2.0755, 0.5475], [2.0069, -0.0194, 0.7877], [0.7538, 0.7522, -1.9242], [-2.1035, -0.2667, 0.8369], [0.1432, -2.1482, 0.4507]],
  "nbo_charge": [-0.25, -0.28, -0.05, -0.37, -0.09, -0.08, 0.23, 0.24, 0.22, 0.22, 0.21]
}

***

Which structure loses on stability? run x does.

***

Run w
{
  "formula": "C5H5N",
  "method": "ωB97M-V with the def2-TZVPD basis set",
  "gap_ev": 7.607,
  "lumo_energy_ha": -0.02764,
  "species": ["C", "C", "C", "C", "C", "N", "H", "H", "H", "H", "H"],
  "xyz": [[-1.5329, -0.9881, 0.1055], [-0.9486, 0.3689, -0.2032], [0.4269, 0.5821, -0.3118], [1.6478, 0.4206, -0.6148], [2.9310, 0.5968, -0.1154], [4.0397, 0.7003, 0.2126], [-1.1826, -1.3607, 1.0726], [-1.1994, -1.7157, -0.6479], [-2.6273, -0.9665, 0.1264], [0.0749, 1.1496, 0.6989], [-1.6296, 1.2127, -0.3228]],
  "nbo_charge": [-0.66, -0.12, -0.26, -0.14, 0.20, -0.31, 0.24, 0.24, 0.23, 0.35, 0.23]
}

***

Run x
{
  "formula": "C5H5N",
  "method": "ωB97M-V with the def2-TZVPD basis set",
  "smiles": "CCC#CC#N",
  "gap_ev": 9.828,
  "lumo_energy_ha": -0.00197,
  "species": ["C", "C", "C", "C", "C", "N", "H", "H", "H", "H", "H"],
  "xyz": [[-1.3561, -0.8991, 0.3328], [-0.8539, 0.4958, -0.0556], [0.5755, 0.5105, -0.3231], [1.7335, 0.5030, -0.6332], [3.1338, 0.5131, -0.7170], [3.6552, 0.5511, 0.3252], [-0.8730, -1.2487, 1.2508], [-1.1427, -1.6231, -0.4602], [-2.4374, -0.8703, 0.4977], [-1.0702, 1.2172, 0.7399], [-1.3646, 0.8506, -0.9573]],
  "nbo_charge": [-0.59, -0.48, 0.08, -0.15, 0.17, -0.14, 0.21, 0.21, 0.21, 0.23, 0.23]
}

***

Run y
{
  "formula": "C5H5N",
  "method": "ωB97M-V with the def2-TZVPD basis set",
  "gap_ev": [8.865, 8.864],
  "lumo_energy_ha": [0.01944, 0.01944],
  "species": ["C", "C", "C", "C", "C", "N", "H", "H", "H", "H", "H"],
  "xyz": [[-1.1276, 0.5748, 0.8320], [-0.4744, 1.2862, -0.1834], [-0.7357, -0.7804, 0.7323], [0.0985, 0.3255, -0.9923], [1.1515, -0.5887, -1.0496], [-0.0456, -0.9914, -0.4260], [-1.6689, 1.0899, 1.5226], [-0.5586, 2.3142, -0.2334], [-0.9090, -1.6088, 1.2972], [1.7650, -1.1870, -1.7067], [2.5048, -0.4343, 0.2073]],
  "nbo_charge": [-0.24, -0.24, -0.01, 0.06, -0.01, -0.35, 0.22, 0.23, 0.21, 0.23, -0.10]
}

***

Run z
{
  "formula": "C5H5N",
  "method": "ωB97M-V with the def2-TZVPD basis set",
  "gap_ev": [7.998, 8.326],
  "lumo_energy_ha": [0.00448, -0.02510],
  "species": ["C", "C", "C", "C", "C", "N", "H", "H", "H", "H", "H"],
  "xyz": [[0.4463, 1.0990, 0.6553], [0.5012, -1.2982, -0.2869], [-0.8566, 0.8416, 1.0973], [-0.7799, -1.4893, 0.1374], [0.3088, 0.1266, -0.3516], [-1.0924, -0.0497, 0.1142], [1.1514, 1.7679, 0.9983], [1.2275, -1.9342, -0.6738], [-1.6689, 0.9870, 1.8990], [-1.2740, -2.4103, 0.2536], [2.1692, 0.0437, -2.6349]],
  "nbo_charge": [-0.32, -0.30, 0.03, -0.02, 0.18, -0.43, 0.21, 0.22, 0.22, 0.21, 0.00]
}

***

Which structure loses on stability? run z does.

***

Run w
{
  "formula": "C5H5N",
  "method": "ωB97M-V with the def2-TZVPD basis set",
  "gap_ev": 9.968,
  "lumo_energy_ha": 0.04564,
  "species": ["C", "C", "C", "N", "C", "C", "H", "H", "H", "H", "H"],
  "xyz": [[-0.1161, 1.0328, 0.3093], [1.0208, 0.0268, 0.3043], [0.3597, 0.4213, -0.9902], [-0.7317, -0.6377, -0.9541], [-1.1296, -0.1311, 0.3885], [-0.0230, -1.1038, 0.2600], [-0.1894, 2.0892, 0.5279], [1.9919, -0.0251, 0.8034], [0.7635, 0.7476, -1.9340], [-2.0962, -0.2674, 0.8621], [0.1542, -2.1526, 0.4227]],
  "nbo_charge": [-0.25, -0.27, -0.06, -0.37, -0.08, -0.10, 0.24, 0.24, 0.22, 0.22, 0.22]
}

***

Run x
{
  "formula": "C5H5N",
  "method": "ωB97M-V with the def2-TZVPD basis set",
  "smiles": "C=CN1C2=C1C2",
  "gap_ev": 7.913,
  "lumo_energy_ha": -0.00039,
  "species": ["C", "C", "N", "C", "C", "C", "H", "H", "H", "H", "H"],
  "xyz": [[-2.0602, 0.0112, 0.3213], [-0.9460, -0.7509, 0.1543], [0.3796, -0.2447, 0.1028], [1.1941, 0.6702, 0.7202], [1.5077, -1.0364, -0.0422], [2.3989, 0.1520, -0.0100], [-2.9735, -0.4972, 0.2943], [-2.2491, 1.0618, 0.3852], [-0.9193, -1.8362, 0.0351], [2.7646, 0.6150, -0.9942], [3.3367, -0.0074, 0.5653]],
  "nbo_charge": [-0.36, -0.02, -0.45, 0.16, 0.15, -0.65, 0.20, 0.22, 0.23, 0.28, 0.24]
}

***

Which structure loses on stability? run x does.

***

Run w
{
  "formula": "C2H8N2O",
  "method": "ωB97M-V with the def2-TZVPD basis set",
  "smiles": "NC=O.CN",
  "gap_ev": 9.520,
  "lumo_energy_ha": 0.03129,
  "species": ["N", "C", "O", "H", "H", "H", "C", "N", "H", "H", "H", "H", "H"],
  "xyz": [[-2.9146, -0.4368, 1.0705], [-3.4080, -0.1581, -0.1756], [-3.8007, -0.9861, -0.9492], [-2.8694, 0.3651, 1.6848], [-3.2341, -1.3142, 1.4512], [-3.3716, 0.9282, -0.4065], [4.6231, 0.8640, -0.7333], [4.4043, 0.4025, 0.6009], [3.7252, 0.6717, -1.3249], [4.7868, 1.9533, -0.7784], [5.4669, 0.3492, -1.1817], [5.0799, 0.6547, 1.2965], [3.5212, 0.1953, 1.0187]],
  "nbo_charge": [-0.83, 0.53, -0.58, 0.38, 0.40, 0.10, -0.40, -0.88, 0.20, 0.17, 0.18, 0.36, 0.37]
}

***

Run x
{
  "formula": "C2H8N2O",
  "method": "ωB97M-V with the def2-TZVPD basis set",
  "smiles": "C=[N+](C)[O-].N",
  "gap_ev": 9.351,
  "lumo_energy_ha": 0.02769,
  "species": ["C", "N", "C", "O", "H", "H", "H", "H", "H", "N", "H", "H", "H"],
  "xyz": [[-0.9425, -0.6812, -2.4890], [-1.2536, -0.0418, -1.2812], [-0.5204, -0.4718, -0.0841], [-1.9016, 1.0010, -1.1696], [-1.1609, -0.2627, -3.5052], [-0.3119, -1.5632, -2.1970], [0.2008, 0.1907, 0.2822], [-1.1535, -0.6662, 0.8116], [0.0268, -1.4141, -0.2185], [1.8031, 0.8967, 2.2189], [2.3008, 0.5219, 2.9959], [2.0063, 1.8858, 2.3795], [0.9063, 0.6048, 2.2564]],
  "nbo_charge": [-0.29, 0.14, -0.45, -0.47, 0.23, 0.19, 0.23, 0.21, 0.21, -1.07, 0.35, 0.37, 0.35]
}

***

Which structure loses on stability? run x does.